Formula: C4H6N4
Source: OMol25
Level of theory: wB97M-V/def2-TZVPD

```
14
Properties=species:S:1:pos:R:3:forces:R:3:lowdin_charge:R:1
C 0.515 1.078 -1.207 -0.56 0.28 -3.28 -0.14
N -0.235 0.480 -0.172 -2.00 -1.59 3.09 -0.15
C 0.218 0.779 1.198 -1.02 -2.23 -0.62 -0.18
N 0.694 -0.489 1.765 0.22 0.78 1.25 0.03
N 0.326 -1.455 1.152 0.62 -1.80 -1.35 0.05
C -0.302 -1.089 -0.142 -1.02 3.89 0.57 -0.25
C -1.649 -1.687 -0.138 0.49 -0.27 -0.23 -0.16
N -2.556 -2.389 -0.084 -0.16 0.35 -0.04 0.16
H -0.080 0.969 -2.298 1.48 0.80 2.97 0.15
H 0.851 2.123 -0.966 -0.93 -0.88 -0.40 0.10
H 1.423 0.536 -1.355 1.15 -0.48 -0.41 0.05
H -0.469 1.029 2.008 -0.81 0.56 -0.58 0.12
H 1.015 1.421 1.254 1.85 1.95 -0.20 0.08
H 0.249 -1.305 -1.015 0.71 -1.35 -0.77 0.12
```
Forces are in eV/Å.

Energy above the lowest of the compared OMol25 structures with the same formula, charge and spin ... 3.640 eV
SMILES string ... CN1CN=N[C@H]1C#N
Gap between HOMO and LUMO ... 10.27 eV

***

Formula: C3H4NO
Source: OMol25
Level of theory: wB97M-V/def2-TZVPD

```
9
Properties=species:S:1:pos:R:3:forces:R:3:lowdin_charge:R:1
C 0.305 1.582 0.024 2.61 -0.18 -0.73 0.17
C 2.527 0.649 0.021 -0.65 1.05 0.05 0.33
C 0.684 -0.774 -0.091 -1.12 -0.25 0.85 -0.09
N -0.115 0.408 0.041 0.87 -0.18 -0.40 -0.03
O 2.071 -0.475 0.016 0.34 0.67 -0.84 0.03
H -0.386 2.383 -0.098 -0.52 0.75 0.54 0.09
H 0.460 -1.258 0.818 -0.02 -1.72 0.72 0.15
H 0.333 -1.267 -0.992 0.98 -0.46 -0.18 0.18
H -1.007 0.011 0.151 -2.50 0.32 -0.01 0.16
```
Forces are in eV/Å.

Net charge ... +1
Energy above the lowest of the compared OMol25 structures with the same formula, charge and spin ... 4.450 eV
Gap between HOMO and LUMO ... 9.80 eV

***

Formula: C4H5BO2S
Source: OMol25
Level of theory: wB97M-V/def2-TZVPD

```
13
Properties=species:S:1:pos:R:3:forces:R:3:lowdin_charge:R:1
O -0.503 2.245 0.507 0.43 0.55 -0.83 0.13
B 0.444 1.528 -0.226 1.27 0.28 -0.09 -0.63
O 1.568 2.133 -0.791 -0.67 0.64 0.44 0.13
C 0.317 -0.039 -0.284 0.18 1.50 -0.48 -0.42
C -0.739 -0.510 0.397 -0.55 -0.45 1.22 -0.17
C -0.786 -1.903 0.458 -1.17 -0.74 -0.01 -0.20
C 0.142 -2.514 -0.308 0.34 -0.04 -0.07 -0.39
S 1.216 -1.333 -0.990 -0.28 -0.14 0.07 1.03
H -0.468 3.216 0.355 0.03 -1.08 0.23 0.12
H 1.665 3.086 -0.576 -0.11 -0.97 -0.27 0.11
H -1.423 0.114 0.944 -0.09 0.19 -0.05 0.11
H -1.569 -2.432 0.980 0.01 -0.17 0.02 0.10
H 0.136 -3.591 -0.467 0.61 0.43 -0.17 0.08
```
Forces are in eV/Å.

Energy above the lowest of the compared OMol25 structures with the same formula, charge and spin ... 0.097 eV
SMILES string ... OB(O)c1cccs1
Gap between HOMO and LUMO ... 9.28 eV

***

| no. | electronic energy (eV) | E_HOMO (eV) |
| --- | --- | --- |
| 1 | -10202.300 | -9.70 |
| 2 | -6700.220 | -14.97 |
| 3 | -19838.196 | -9.02 |